(1)
{"formula": "C4H10NO2", "method": "ωB97M-V/def2-TZVPD", "charge": 1, "lumo_energy_ev": [-6.57, -6.57], "homo_energy_ev": [-15.22, -15.23], "homo_lumo_gap_ha": [0.3180, 0.3180], "e_tot_ev": -9884.1466, "species": ["O", "O", "N", "C", "C", "C", "C", "H", "H", "H", "H", "H", "H", "H", "H", "H", "H"], "positions_angstrom": [[3.762, -0.099, 0.999], [1.852, 0.443, 0.160], [0.138, 0.150, -0.110], [-0.097, 1.180, -1.089], [2.796, -0.474, 0.423], [-0.149, -1.193, -0.508], [-0.440, 0.353, 1.170], [0.488, 2.015, -0.852], [0.073, -1.956, 0.182], [0.491, -1.335, -1.464], [-0.111, -0.493, 1.947], [2.704, -1.483, 0.151], [-1.599, 0.199, 1.188], [-0.160, 1.408, 1.669], [-1.189, 1.471, -1.264], [-1.189, -1.195, -0.757], [0.296, 0.772, -1.975]]}

***

(2)
{"formula": "C3H3BrF5N", "method": "ωB97M-V/def2-TZVPD", "lumo_energy_ev": [-0.44, -2.21], "homo_energy_ev": [-11.13, -8.99], "homo_lumo_gap_ha": [0.3928, 0.2491], "e_tot_ev": -88275.4787, "species": ["Br", "F", "F", "F", "F", "F", "N", "C", "C", "C", "H", "H", "H"], "positions_angstrom": [[2.955, 0.909, -0.588], [3.964, -0.053, 1.705], [1.259, -3.140, 0.557], [4.167, -1.525, 0.068], [1.447, -1.836, -1.210], [-0.454, -2.749, -0.735], [0.232, -1.076, 0.686], [3.480, -0.469, 0.487], [-0.453, -0.061, -0.014], [0.600, -2.142, -0.092], [-0.844, 0.721, 0.739], [0.316, 0.651, -0.543], [-1.070, -0.636, -0.765]]}

***

(3)
{"formula": "C10H28N3O7S2", "method": "ωB97M-V/def2-TZVPD", "charge": 1, "lumo_energy_ev": -5.58, "homo_energy_ev": -13.19, "homo_lumo_gap_ha": 0.2796, "e_tot_ev": -51286.4008, "species": ["S", "S", "O", "O", "O", "O", "O", "O", "O", "N", "N", "N", "C", "C", "C", "C", "C", "C", "C", "C", "C", "C", "H", "H", "H", "H", "H", "H", "H", "H", "H", "H", "H", "H", "H", "H", "H", "H", "H", "H", "H", "H", "H", "H", "H", "H", "H", "H", "H", "H"], "positions_angstrom": [[-0.189, -3.727, -1.023], [-0.399, 2.618, 3.524], [-0.185, -3.236, 0.339], [-0.854, 2.923, 2.184], [-1.284, 1.386, 4.118], [0.997, 2.376, 3.823], [4.394, 1.057, -1.999], [-1.482, -4.695, -1.235], [-0.083, -2.836, -2.159], [0.696, 0.933, -1.489], [0.192, 3.122, -2.980], [-1.493, 2.116, -1.474], [-3.281, -3.259, -2.004], [-2.771, -4.189, -0.920], [2.988, 2.740, -0.781], [-0.208, 2.041, -1.989], [1.917, 0.733, -2.358], [-0.997, 3.875, 4.625], [1.058, -4.981, -1.177], [3.119, 1.825, -2.134], [-0.100, -0.646, 3.515], [-1.364, 0.182, 3.370], [0.935, -5.485, -2.137], [-1.584, 2.616, -0.546], [0.153, -0.785, 4.571], [1.632, 0.612, -3.510], [-2.211, -0.387, 3.769], [0.192, -0.004, -1.526], [3.397, 2.226, 0.202], [2.370, -0.328, -2.051], [3.240, 2.463, -3.135], [-3.443, -5.051, -0.844], [0.751, -0.148, 3.042], [0.246, 2.744, -3.953], [-0.822, 3.555, 5.654], [4.430, 0.763, -1.042], [-2.061, 4.030, 4.440], [-0.223, -1.625, 3.045], [0.954, -5.686, -0.350], [-3.209, -3.733, -2.988], [-2.296, 1.723, -2.014], [2.034, -4.494, -1.135], [3.672, 3.701, -0.948], [-0.443, 4.794, 4.422], [-2.768, -3.696, 0.057], [1.062, 3.624, -2.695], [1.914, 3.145, -0.553], [-4.322, -2.980, -1.818], [-2.687, -2.341, -2.045], [-1.583, 0.391, 2.317]]}

***

(4)
{"formula": "C24H67N5O7", "method": "ωB97M-V/def2-TZVPD", "lumo_energy_ev": 0.63, "homo_energy_ev": -8.95, "homo_lumo_gap_ha": 0.3522, "smiles": "COC[C@H](C)N.COC[C@H](C)N.COC[C@H](C)N.COC[C@H](C)N.COC[C@H](C)N.CCO.CCO", "e_tot_ev": -47754.2985, "species": ["O", "O", "O", "O", "O", "O", "O", "N", "N", "N", "N", "N", "C", "C", "C", "C", "C", "C", "C", "C", "C", "C", "C", "C", "C", "C", "C", "C", "C", "C", "C", "C", "C", "C", "C", "C", "H", "H", "H", "H", "H", "H", "H", "H", "H", "H", "H", "H", "H", "H", "H", "H", "H", "H", "H", "H", "H", "H", "H", "H", "H", "H", "H", "H", "H", "H", "H", "H", "H", "H", "H", "H", "H", "H", "H", "H", "H", "H", "H", "H", "H", "H", "H", "H", "H", "H", "H", "H", "H", "H", "H", "H", "H", "H", "H", "H", "H", "H", "H", "H", "H", "H", "H"], "positions_angstrom": [[-1.145, 13.956, -10.744], [-6.242, 15.305, -9.567], [-2.290, 12.823, -1.927], [-3.945, 8.368, -5.241], [-3.497, 12.765, -6.440], [-0.309, 16.653, -4.412], [-7.604, 17.084, -2.746], [-5.782, 10.080, -6.537], [-5.496, 16.399, -0.963], [-1.404, 14.092, -7.836], [-7.651, 16.132, -7.340], [-1.012, 20.046, -3.181], [-1.736, 15.066, -10.104], [-2.376, 14.684, -8.783], [-3.533, 12.646, -5.045], [-3.034, 15.913, -8.160], [-7.871, 16.927, -1.364], [-0.772, 14.210, -12.063], [-0.607, 11.143, -2.148], [-0.381, 18.724, -3.274], [-4.860, 9.166, -7.229], [-7.507, 15.900, -3.528], [-7.021, 14.791, -7.368], [-7.781, 13.815, -6.483], [-2.909, 8.276, -4.279], [-4.342, 13.807, -4.449], [-7.026, 16.128, 0.847], [-6.887, 15.983, -0.662], [-1.202, 17.666, -4.021], [-6.845, 14.259, -8.803], [-3.544, 9.079, -6.409], [0.090, 18.252, -1.904], [-4.520, 9.766, -8.581], [-0.895, 12.609, -1.831], [-6.794, 15.410, -10.858], [-0.895, 15.407, -4.671], [-4.103, 10.778, -8.532], [-3.657, 16.404, -8.904], [-6.409, 15.403, 1.376], [-7.981, 14.246, -5.509], [-6.773, 14.469, -11.414], [-0.796, 14.883, -7.606], [-0.355, 20.713, -2.782], [-3.329, 7.825, -3.381], [-8.041, 15.941, 1.217], [-1.145, 10.450, -1.500], [-1.689, 20.043, -2.416], [-1.574, 15.075, -3.877], [-2.135, 7.622, -4.700], [-2.457, 13.663, -1.482], [-2.267, 16.619, -7.824], [-5.438, 16.511, -1.970], [-7.075, 16.675, -7.982], [-5.294, 8.172, -7.313], [-7.186, 12.904, -6.396], [-0.124, 13.430, -12.463], [-0.477, 12.819, -0.839], [-2.774, 8.476, -6.911], [-0.742, 13.531, -8.377], [-6.244, 16.140, -11.453], [0.799, 18.943, -1.443], [-8.538, 16.031, -7.839], [-6.486, 15.527, -3.401], [-0.318, 13.216, -2.540], [-7.851, 14.053, -9.188], [-6.231, 13.357, -8.846], [-3.684, 9.273, -9.098], [-0.174, 15.124, -12.180], [-8.209, 15.144, -3.165], [-3.594, 15.629, -7.270], [-0.077, 14.681, -4.623], [-8.897, 16.536, -1.271], [-1.655, 14.285, -12.707], [-2.485, 9.248, -4.007], [0.486, 18.818, -3.934], [-3.161, 13.942, -8.949], [-2.689, 13.220, -6.750], [-4.601, 13.604, -3.406], [-5.278, 13.870, -5.005], [-5.473, 11.041, -6.668], [0.459, 10.957, -2.015], [-7.858, 17.933, -0.946], [0.654, 17.322, -2.045], [-3.121, 10.075, -6.245], [-3.807, 14.758, -4.458], [-7.669, 16.110, -4.581], [-4.076, 11.740, -4.745], [-0.947, 10.943, -3.165], [-5.548, 9.888, -5.561], [-7.824, 15.780, -10.810], [-5.332, 9.744, -9.310], [-0.707, 18.111, -1.171], [-1.596, 18.183, -4.904], [-2.583, 12.458, -4.532], [-2.037, 17.283, -3.425], [-1.356, 15.286, -5.650], [-6.996, 14.968, -1.040], [-8.738, 13.522, -6.924], [-5.246, 17.308, -0.593], [-6.806, 17.158, 1.126], [-0.972, 15.846, -9.972], [-6.012, 14.969, -6.977], [-2.498, 15.505, -10.763]]}

***

(5)
{"formula": "C13H22N2O4S", "method": "ωB97M-V/def2-TZVPD", "lumo_energy_ev": 0.61, "homo_energy_ev": -8.38, "homo_lumo_gap_ha": 0.3306, "e_tot_ev": -35842.4957, "species": ["S", "O", "O", "O", "O", "N", "N", "C", "C", "C", "C", "C", "C", "C", "C", "C", "C", "C", "C", "C", "H", "H", "H", "H", "H", "H", "H", "H", "H", "H", "H", "H", "H", "H", "H", "H", "H", "H", "H", "H", "H", "H"], "positions_angstrom": [[1.777, -1.277, -1.970], [0.156, 1.222, 0.659], [1.799, 0.792, 2.928], [-1.375, 1.725, 5.866], [1.113, -2.443, -1.344], [-1.915, 1.935, 3.647], [0.219, 1.132, 4.454], [-3.285, 2.262, 3.970], [1.169, 1.002, 5.574], [1.961, -2.360, -4.467], [1.155, -1.307, -3.673], [-2.485, 2.218, 1.183], [1.453, -2.502, -5.891], [-1.051, 1.610, 4.684], [-1.526, 1.779, 2.295], [0.200, -3.361, -5.879], [1.056, 0.174, 0.269], [0.862, 0.105, -1.210], [-0.255, 1.294, 2.001], [0.630, 1.023, 3.143], [-0.628, -2.806, -5.459], [-3.445, 1.669, 1.213], [1.234, -1.527, -6.344], [-0.205, -0.033, -1.439], [0.688, 0.642, 6.489], [3.032, -2.084, -4.555], [-3.958, 1.466, 3.577], [1.623, 1.988, 5.765], [-2.683, 3.302, 1.217], [2.108, 0.402, 0.492], [1.170, 1.069, -1.661], [2.211, -3.026, -6.502], [1.342, -0.333, -4.132], [-2.041, 1.995, 0.183], [-0.100, -3.625, -6.907], [1.946, 0.290, 5.346], [-3.556, 3.244, 3.549], [-3.499, 2.316, 5.028], [1.942, -3.322, -3.909], [0.057, -1.567, -3.616], [0.345, -4.316, -5.342], [0.759, -0.769, 0.766]]}

***

(6)
{"formula": "C5H10Cl10", "method": "ωB97M-V/def2-TZVPD", "lumo_energy_ev": 0.31, "homo_energy_ev": -10.82, "homo_lumo_gap_ha": 0.4091, "smiles": "ClCCl.ClCCl.ClCCl.ClCCl.ClCCl", "e_tot_ev": -130570.7666, "species": ["Cl", "Cl", "Cl", "Cl", "Cl", "Cl", "Cl", "Cl", "Cl", "Cl", "C", "C", "C", "C", "C", "H", "H", "H", "H", "H", "H", "H", "H", "H", "H"], "positions_angstrom": [[-15.819, 12.869, -0.108], [-19.990, 12.966, -1.364], [-21.593, 14.314, -3.482], [-17.296, 12.524, -4.324], [-15.817, 12.230, -6.901], [-14.403, 13.483, -2.592], [-14.365, 8.728, -9.648], [-12.414, 10.890, -9.754], [-20.348, 16.156, -6.955], [-17.944, 14.731, -7.959], [-16.187, 13.278, -5.457], [-14.071, 10.444, -9.389], [-19.007, 15.096, -6.526], [-15.660, 14.068, -1.416], [-20.840, 12.883, -2.865], [-21.526, 12.047, -2.725], [-20.049, 12.612, -3.564], [-16.500, 14.277, -5.761], [-16.603, 14.162, -1.955], [-15.233, 13.436, -4.953], [-15.454, 15.098, -1.122], [-19.331, 14.257, -5.911], [-18.384, 15.762, -5.930], [-14.487, 10.688, -8.411], [-14.706, 10.938, -10.124]]}

***

Result set for energy relative to the best compared isomer or geometry (same formula, charge and spin): 125.5 96.5 70.0 23.8 0.7 18.8 kcal/mol, one per record in the order listed.